## a
{"formula": "C2H9N3O", "method": "wB97M-V/def2-TZVPD", "e_homo_ha": -0.3110, "smiles": "CN(N)[C@@H](N)O", "total_charge": 0, "gap_ev": 9.356, "multiplicity": 1, "species": ["C", "N", "N", "C", "N", "O", "H", "H", "H", "H", "H", "H", "H", "H", "H"], "xyz": [[0.43, -1.38, -0.72], [-0.51, -0.18, -0.59], [-1.66, -0.60, 0.22], [0.17, 0.99, -0.03], [0.01, 1.07, 1.40], [1.56, 0.93, -0.30], [1.00, -1.65, 0.17], [-0.19, -2.25, -0.95], [1.08, -1.21, -1.58], [-2.50, -0.60, -0.35], [-1.83, 0.09, 0.97], [-0.23, 1.90, -0.48], [0.77, 1.66, 1.73], [0.24, 0.14, 1.75], [1.66, 1.07, -1.25]]}


## b
{"formula": "C2H9N3O", "method": "wB97M-V/def2-TZVPD", "e_homo_ha": -0.2961, "total_charge": 0, "gap_ev": 8.993, "multiplicity": 1, "species": ["C", "C", "N", "N", "N", "O", "H", "H", "H", "H", "H", "H", "H", "H", "H"], "xyz": [[0.27, -0.44, 0.68], [-0.61, 1.69, -0.52], [-0.37, 0.26, -0.60], [1.25, -1.37, 0.16], [-0.94, -1.01, 1.10], [0.19, -0.08, -1.86], [0.79, -0.82, -1.60], [0.73, 0.35, 1.29], [1.02, -2.30, 0.49], [2.21, -1.13, 0.41], [-1.16, -0.83, 2.07], [-1.33, -0.44, -0.11], [0.31, 2.24, -0.71], [-1.00, 1.93, 0.46], [-1.36, 1.96, -1.27]]}


The data favor a; the next most stable structure lies 0.0784 hartree above it.